(1)
{
  "formula": "C42H43N2O4S2Ti",
  "method": "ωB97M-V/def2-TZVPD",
  "symbols": ["Ti", "C", "C", "C", "C", "C", "C", "C", "C", "C", "C", "C", "C", "H", "H", "H", "H", "H", "H", "H", "H", "H", "H", "H", "H", "H", "H", "H", "H", "H", "H", "C", "C", "N", "N", "C", "S", "S", "C", "C", "C", "C", "C", "C", "C", "C", "C", "C", "C", "C", "C", "O", "H", "H", "H", "H", "H", "H", "H", "H", "H", "H", "H", "H", "H", "H", "O", "C", "C", "O", "O", "C", "C", "C", "C", "C", "C", "C", "C", "C", "C", "C", "C", "H", "H", "H", "H", "H", "H", "H", "H", "H", "H", "H"],
  "positions_angstrom": [[-0.251, -0.844, 0.109], [3.374, 1.366, 1.061], [2.102, 2.041, 0.600], [1.830, 2.148, -0.770], [2.840, 1.664, -1.784], [0.655, 2.774, -1.208], [0.454, 3.024, -2.689], [-0.299, 3.186, -0.273], [-1.628, 3.761, -0.694], [-0.032, 3.068, 1.096], [-1.102, 3.460, 2.088], [1.202, 2.579, 1.531], [1.591, 2.670, 2.989], [3.446, 0.362, 0.639], [3.410, 1.257, 2.140], [4.263, 1.921, 0.751], [3.435, 2.496, -2.173], [2.367, 1.181, -2.640], [3.530, 0.943, -1.355], [-0.212, 2.291, -3.161], [1.396, 2.997, -3.231], [0.016, 4.004, -2.869], [-2.445, 3.132, -0.333], [-1.733, 3.836, -1.773], [-1.781, 4.757, -0.273], [-1.108, 4.537, 2.281], [-0.976, 2.949, 3.040], [-2.091, 3.191, 1.718], [1.501, 1.709, 3.501], [0.977, 3.389, 3.524], [2.625, 3.002, 3.088], [-2.885, 0.818, -2.166], [-2.646, -0.131, -1.046], [-1.828, 0.290, -0.006], [-2.401, -0.036, 1.240], [-1.698, -0.318, 2.282], [0.029, -0.591, 2.393], [-2.608, -0.539, 3.802], [-3.462, -2.129, 3.454], [-4.929, -1.986, 3.168], [-5.388, -1.890, 1.859], [-6.743, -1.751, 1.596], [-7.656, -1.702, 2.641], [-7.206, -1.802, 3.951], [-5.851, -1.947, 4.211], [-3.222, -1.447, -1.012], [-4.461, -1.734, -1.613], [-4.995, -3.005, -1.589], [-4.291, -4.044, -0.978], [-3.048, -3.808, -0.420], [-2.505, -2.531, -0.441], [-1.239, -2.352, 0.009], [-3.730, 1.481, -1.944], [-3.096, 0.302, -3.103], [-2.013, 1.464, -2.290], [-3.299, -2.742, 4.340], [-2.938, -2.593, 2.621], [-4.676, -1.922, 1.044], [-7.084, -1.683, 0.570], [-8.713, -1.592, 2.436], [-7.912, -1.772, 4.772], [-5.502, -2.032, 5.235], [-5.019, -0.923, -2.068], [-5.963, -3.194, -2.034], [-4.707, -5.043, -0.959], [-2.460, -4.608, 0.012], [0.007, -0.724, -2.224], [0.868, -1.848, -2.592], [1.609, -2.229, -1.281], [2.207, -3.262, -1.145], [1.536, -1.267, -0.381], [1.847, -1.357, -3.651], [1.332, -0.948, -4.881], [2.168, -0.408, -5.847], [3.530, -0.295, -5.602], [4.049, -0.724, -4.389], [3.211, -1.248, -3.414], [0.000, -2.977, -3.138], [-1.312, -2.735, -3.525], [-2.084, -3.749, -4.077], [-1.548, -5.015, -4.250], [-0.232, -5.257, -3.877], [0.542, -4.246, -3.331], [0.187, 0.021, -2.809], [0.274, -1.070, -5.087], [1.757, -0.090, -6.796], [4.185, 0.117, -6.358], [5.111, -0.645, -4.195], [3.632, -1.575, -2.471], [-1.743, -1.754, -3.385], [-3.110, -3.544, -4.358], [-2.150, -5.808, -4.675], [0.197, -6.242, -4.015], [1.565, -4.440, -3.042]],
  "s_squared": 0.7898,
  "homo_energy_ha": [-0.2481, -0.3055],
  "multiplicity": 2,
  "lumo_ev": [-0.65, -0.62],
  "homo_lumo_gap_ha": [0.22418, 0.28285]
}

=====

(2)
{
  "formula": "C42H44Cl5MoN4P",
  "method": "ωB97M-V/def2-TZVPD",
  "symbols": ["Mo", "Cl", "C", "C", "C", "Cl", "C", "Cl", "C", "Cl", "C", "Cl", "N", "C", "C", "C", "C", "C", "C", "C", "C", "N", "C", "H", "H", "H", "H", "H", "H", "H", "H", "C", "C", "C", "P", "C", "C", "C", "C", "C", "C", "C", "C", "C", "C", "N", "C", "C", "C", "C", "C", "C", "C", "C", "C", "H", "H", "H", "H", "H", "H", "H", "H", "H", "H", "H", "H", "H", "H", "H", "H", "H", "H", "H", "H", "H", "H", "H", "H", "H", "H", "H", "H", "H", "H", "H", "C", "C", "C", "N", "C", "C", "H", "H", "H", "H", "H"],
  "positions_angstrom": [[0.017, -0.415, 0.778], [-0.452, -3.519, 3.134], [-0.589, -1.883, 3.730], [-0.486, -0.788, 2.867], [-0.551, 0.446, 3.510], [-0.320, 1.835, 2.470], [-0.769, 0.645, 4.863], [-0.847, 2.223, 5.515], [-0.914, -0.477, 5.673], [-1.195, -0.291, 7.343], [-0.813, -1.745, 5.104], [-0.958, -3.124, 6.105], [0.781, -2.478, 0.334], [2.083, -2.754, 0.933], [2.708, -3.956, 0.771], [3.938, -4.213, 1.404], [4.502, -3.255, 2.196], [3.866, -2.007, 2.379], [4.402, -0.999, 3.212], [3.719, 0.169, 3.362], [2.516, 0.355, 2.670], [1.977, -0.542, 1.862], [2.644, -1.747, 1.728], [0.107, -3.120, 0.734], [0.828, -2.684, -0.658], [2.245, -4.725, 0.159], [4.419, -5.172, 1.270], [5.444, -3.439, 2.701], [5.342, -1.173, 3.726], [4.085, 0.963, 4.002], [1.987, 1.281, 2.802], [4.404, 0.995, -1.661], [3.333, 0.831, -0.575], [3.266, 2.129, 0.260], [1.627, 0.319, -1.167], [2.059, -0.665, -2.681], [2.965, -1.841, -2.227], [0.910, -1.182, -3.544], [0.804, 1.899, -1.469], [1.366, 2.990, -2.128], [0.776, 4.245, -2.100], [1.378, 5.414, -2.839], [-0.402, 4.386, -1.363], [-0.997, 3.307, -0.734], [-0.419, 2.040, -0.802], [-1.127, 0.898, -0.277], [-2.556, 0.921, -0.648], [-3.590, 0.815, 0.303], [-3.372, 0.804, 1.792], [-4.916, 0.777, -0.115], [-5.292, 0.879, -1.444], [-6.739, 0.847, -1.865], [-4.272, 1.059, -2.363], [-2.928, 1.090, -2.002], [-1.966, 1.364, -3.132], [5.298, 1.418, -1.194], [4.097, 1.688, -2.446], [4.697, 0.055, -2.125], [3.650, 0.011, 0.074], [3.420, 2.997, -0.381], [4.059, 2.131, 1.010], [2.311, 2.282, 0.756], [2.639, 0.028, -3.286], [3.021, -1.956, -1.140], [3.991, -1.726, -2.573], [2.596, -2.783, -2.643], [0.331, -1.956, -3.030], [1.333, -1.645, -4.438], [0.238, -0.399, -3.877], [2.288, 2.871, -2.687], [2.427, 5.241, -3.078], [1.307, 6.328, -2.248], [0.847, 5.593, -3.777], [-0.873, 5.363, -1.299], [-1.946, 3.425, -0.221], [-3.036, 1.783, 2.139], [-2.647, 0.065, 2.110], [-4.310, 0.584, 2.301], [-5.691, 0.684, 0.642], [-7.355, 0.309, -1.145], [-6.857, 0.382, -2.845], [-7.135, 1.864, -1.940], [-4.524, 1.182, -3.415], [-2.365, 0.974, -4.069], [-0.986, 0.949, -2.972], [-1.834, 2.445, -3.253], [-3.903, -3.206, -0.630], [-3.007, -2.659, -1.539], [-1.969, -1.892, -1.065], [-1.771, -1.655, 0.245], [-2.642, -2.191, 1.118], [-3.710, -2.965, 0.719], [-4.746, -3.795, -0.973], [-3.118, -2.807, -2.604], [-1.276, -1.418, -1.746], [-2.496, -1.968, 2.160], [-4.384, -3.364, 1.467]],
  "s_squared": 2.0173,
  "homo_energy_ha": [-0.4603, -0.4662],
  "multiplicity": 3,
  "lumo_ev": [-6.07, -6.35],
  "homo_lumo_gap_ha": [0.23705, 0.23281],
  "charge": 2
}

=====

(3)
{
  "formula": "C42H44CuF9GeN3O8P2S",
  "method": "ωB97M-V/def2-TZVPD",
  "symbols": ["Cu", "C", "P", "C", "C", "H", "H", "H", "H", "H", "H", "H", "H", "H", "O", "N", "O", "C", "C", "C", "C", "O", "C", "C", "N", "O", "O", "N", "O", "O", "H", "H", "F", "C", "F", "F", "C", "C", "C", "C", "C", "C", "P", "C", "C", "C", "C", "C", "C", "C", "F", "F", "F", "C", "C", "C", "C", "C", "C", "C", "F", "F", "F", "H", "H", "H", "H", "H", "H", "H", "H", "H", "H", "H", "H", "C", "C", "C", "C", "C", "C", "C", "S", "C", "O", "H", "H", "H", "H", "H", "H", "H", "H", "H", "H", "C", "Ge", "C", "C", "C", "H", "H", "H", "H", "H", "H", "H", "H", "H", "H", "H"],
  "positions_angstrom": [[-0.125, -0.066, -0.373], [-0.747, -0.555, 2.742], [-1.568, 1.051, 2.655], [-3.091, 1.011, 3.623], [-0.404, 2.218, 3.422], [-0.186, -0.648, 3.670], [-0.074, -0.658, 1.887], [-1.505, -1.333, 2.689], [-2.900, 0.603, 4.614], [-3.785, 0.368, 3.079], [-3.500, 2.016, 3.702], [-0.152, 1.889, 4.428], [-0.839, 3.213, 3.469], [0.504, 2.252, 2.821], [-1.269, -7.403, 1.348], [-2.230, -6.663, 1.440], [-3.339, -7.030, 1.783], [-2.046, -5.280, 1.139], [-0.774, -4.827, 0.825], [-0.554, -3.478, 0.517], [-1.665, -2.551, 0.458], [-1.631, -1.391, -0.040], [-2.918, -3.058, 0.949], [-3.124, -4.407, 1.225], [-3.973, -2.153, 1.119], [-5.132, -2.558, 1.047], [-3.708, -0.968, 1.405], [0.739, -3.090, 0.283], [1.682, -3.897, 0.322], [0.997, -1.825, 0.074], [0.058, -5.514, 0.815], [-4.098, -4.757, 1.530], [6.268, -3.046, 4.295], [4.978, -3.381, 4.061], [4.990, -4.671, 3.710], [4.362, -3.306, 5.254], [4.363, -2.483, 3.027], [3.675, -1.343, 3.425], [3.122, -0.521, 2.464], [3.272, -0.810, 1.110], [3.972, -1.947, 0.725], [4.516, -2.784, 1.680], [2.278, 0.175, -0.054], [3.019, -0.218, -1.683], [2.498, -1.286, -2.412], [2.969, -1.575, -3.677], [3.981, -0.798, -4.226], [4.517, 0.263, -3.511], [4.033, 0.552, -2.247], [4.431, -1.098, -5.627], [4.581, -2.411, -5.856], [5.591, -0.516, -5.953], [3.521, -0.665, -6.529], [2.968, 1.869, 0.190], [4.104, 2.186, 0.926], [4.454, 3.507, 1.144], [3.657, 4.521, 0.632], [2.527, 4.219, -0.124], [2.188, 2.899, -0.338], [3.969, 5.971, 0.872], [4.296, 6.618, -0.262], [2.905, 6.631, 1.379], [4.979, 6.170, 1.726], [3.561, -1.125, 4.477], [2.561, 0.355, 2.761], [4.058, -2.200, -0.320], [5.029, -3.686, 1.383], [1.729, -1.898, -1.971], [2.563, -2.401, -4.241], [5.312, 0.855, -3.937], [4.450, 1.385, -1.701], [4.728, 1.397, 1.320], [5.344, 3.746, 1.707], [1.927, 5.021, -0.526], [1.318, 2.639, -0.928], [-6.451, -1.418, -2.236], [-4.997, -1.135, -2.430], [-4.527, 0.167, -2.553], [-3.176, 0.423, -2.696], [-2.281, -0.628, -2.757], [-2.729, -1.935, -2.643], [-4.077, -2.181, -2.469], [-0.512, -0.289, -2.869], [-0.513, 0.389, -4.576], [-0.317, 0.968, -2.062], [-7.038, -0.504, -2.273], [-6.604, -1.896, -1.269], [-6.812, -2.097, -3.007], [-5.225, 0.992, -2.531], [-2.809, 1.438, -2.743], [-2.024, -2.752, -2.669], [-4.428, -3.195, -2.346], [-1.216, 1.211, -4.624], [-0.777, -0.395, -5.273], [0.491, 0.749, -4.774], [-2.689, 4.710, 2.063], [-2.871, 3.338, 0.627], [-4.758, 2.823, 0.329], [-1.956, 4.070, -0.972], [-1.888, 1.604, 0.988], [-3.307, 5.561, 1.788], [-1.666, 5.069, 2.133], [-3.015, 4.372, 3.041], [-5.345, 3.651, -0.060], [-5.217, 2.481, 1.251], [-4.797, 2.004, -0.382], [-2.375, 5.028, -1.268], [-2.024, 3.390, -1.813], [-0.902, 4.218, -0.751], [-0.909, 1.654, 0.493], [-2.465, 0.802, 0.523]],
  "s_squared": 0.7897,
  "homo_energy_ha": [-0.2121, -0.2916],
  "multiplicity": 2,
  "lumo_ev": [-0.34, -0.23],
  "homo_lumo_gap_ha": [0.19960, 0.28305]
}

=====

(4)
{
  "formula": "C42H44F3N6O6RuSiTe",
  "method": "ωB97M-V/def2-TZVPD",
  "symbols": ["Ru", "O", "C", "C", "O", "O", "C", "C", "C", "C", "C", "C", "C", "C", "C", "C", "C", "C", "H", "H", "H", "H", "H", "H", "H", "H", "H", "H", "H", "N", "C", "N", "C", "N", "N", "C", "N", "C", "C", "C", "C", "C", "N", "H", "H", "H", "H", "H", "H", "H", "H", "F", "C", "F", "F", "C", "O", "O", "C", "C", "C", "C", "Si", "O", "C", "C", "C", "C", "C", "C", "C", "C", "C", "C", "C", "C", "H", "H", "H", "H", "H", "H", "H", "H", "H", "H", "H", "H", "H", "H", "H", "H", "H", "H", "H", "C", "Te", "C", "H", "H", "H", "H", "H", "H"],
  "positions_angstrom": [[17.373, 8.061, 13.457], [15.009, 9.649, 13.060], [13.913, 8.850, 13.436], [14.393, 7.380, 13.327], [13.645, 6.507, 13.723], [15.570, 7.192, 12.815], [13.516, 9.213, 14.872], [14.015, 10.385, 15.418], [13.622, 10.780, 16.720], [12.704, 10.049, 17.446], [12.182, 8.890, 16.925], [12.590, 8.504, 15.649], [12.814, 9.001, 12.397], [12.622, 8.061, 11.414], [11.787, 8.292, 10.320], [11.161, 9.486, 10.198], [11.348, 10.461, 11.172], [12.122, 10.217, 12.279], [14.736, 10.032, 12.226], [14.774, 10.916, 14.892], [13.978, 11.703, 17.158], [12.401, 10.394, 18.431], [11.466, 8.371, 17.507], [12.244, 7.512, 15.276], [13.159, 7.103, 11.425], [11.665, 7.518, 9.590], [10.509, 9.698, 9.363], [10.865, 11.414, 11.105], [12.272, 11.007, 12.962], [17.335, 11.562, 13.538], [17.279, 11.138, 14.792], [17.115, 12.019, 15.768], [16.938, 11.554, 17.012], [16.731, 12.421, 18.029], [16.940, 10.251, 17.326], [17.122, 9.444, 16.323], [17.289, 9.783, 15.060], [16.997, 7.999, 16.672], [16.799, 7.516, 17.951], [16.479, 6.191, 18.150], [16.418, 5.299, 17.087], [16.735, 5.858, 15.793], [16.976, 7.148, 15.624], [17.546, 12.555, 13.451], [17.612, 10.896, 12.838], [16.562, 13.354, 17.722], [16.594, 12.036, 18.949], [16.818, 8.172, 18.794], [16.190, 5.806, 19.116], [16.158, 4.275, 17.142], [16.719, 5.197, 14.929], [19.554, 4.216, 14.765], [20.302, 5.326, 15.011], [21.508, 5.174, 14.514], [20.391, 5.485, 16.333], [19.621, 6.593, 14.317], [18.844, 6.374, 13.357], [19.790, 7.671, 14.875], [15.330, 9.321, 9.594], [16.739, 9.845, 9.189], [16.870, 9.613, 7.612], [16.714, 11.337, 9.551], [18.042, 8.794, 10.240], [17.679, 9.071, 11.800], [17.889, 6.996, 9.951], [16.708, 6.344, 10.338], [16.655, 4.934, 10.410], [17.777, 4.159, 10.127], [18.933, 4.819, 9.735], [19.009, 6.196, 9.722], [19.779, 9.327, 9.817], [20.822, 8.869, 10.635], [22.114, 9.352, 10.478], [22.412, 10.246, 9.429], [21.396, 10.787, 8.667], [20.063, 10.380, 8.875], [14.529, 10.083, 9.546], [15.365, 8.922, 10.616], [14.943, 8.447, 9.072], [16.107, 10.170, 7.070], [16.660, 8.533, 7.455], [17.879, 9.837, 7.194], [15.916, 11.799, 8.955], [17.632, 11.867, 9.364], [16.512, 11.439, 10.616], [15.821, 6.906, 10.520], [15.753, 4.396, 10.729], [17.769, 3.046, 10.130], [19.836, 4.205, 9.539], [19.979, 6.679, 9.454], [20.545, 8.137, 11.383], [22.904, 8.960, 11.090], [23.434, 10.635, 9.256], [21.574, 11.592, 7.963], [19.268, 10.791, 8.273], [20.664, 11.201, 15.846], [20.851, 10.384, 13.900], [21.238, 12.293, 13.001], [19.775, 11.833, 15.967], [21.541, 11.806, 16.146], [20.556, 10.465, 16.594], [20.361, 12.728, 12.538], [22.033, 12.241, 12.258], [21.488, 13.060, 13.811]],
  "s_squared": 8.7570,
  "homo_energy_ha": [-0.2762, -0.2758],
  "multiplicity": 6,
  "lumo_ev": [-0.63, -1.46],
  "homo_lumo_gap_ha": [0.25319, 0.22229]
}

=====

Q: Which M values were calculated for the entries above? A: 751.8; 909.0; 1120.0; 1042.6, in g mol⁻¹.